No. 1
Molecular formula: C5H8N2
Method: DFT, the ωB97M-V functional and the def2-TZVPD basis

## Properties
E_LUMO: 0.73 eV
Highest occupied orbital energy: -0.2504 Ha
Total charge: 0
Gap between HOMO and LUMO: 7.55 eV
Energy: -304.6856 a.u.
Strongest force on any atom: 1.88 eV Å⁻¹
2S+1: 1

Each line ends with the natural charge from an NBO analysis.
Atoms and positions in Å:
N 2.93 -0.48 0.18  -0.866
N 1.07 0.73 -0.17  -0.511
C -0.22 -1.28 0.32  -0.288
C -1.01 -0.15 0.07  -0.127
C -2.53 0.00 0.04  -0.623
C 1.52 -0.53 -0.08  0.336
C -0.27 0.97 -0.16  -0.140
H -2.88 0.46 0.97  0.222
H -0.61 1.91 -0.51  0.198
H 3.63 -1.12 -0.16  0.394
H -3.10 -0.92 -0.10  0.216
H -0.80 -2.20 0.03  0.210
H 1.69 1.52 -0.04  0.395
H 3.38 0.43 0.39  0.367
H -2.81 0.68 -0.78  0.216


No. 2
Molecular formula: C5H8N2
Method: DFT, the ωB97M-V functional and the def2-TZVPD basis

## Properties
E_LUMO: 0.79 eV
Highest occupied orbital energy: -0.2878 Ha
Total charge: 0
Gap between HOMO and LUMO: 8.62 eV
Energy: -304.6739 a.u.
Strongest force on any atom: 2.67 eV Å⁻¹
2S+1: 1

Each line ends with the natural charge from an NBO analysis.
Atoms and positions in Å:
N -1.30 0.91 0.72  -0.613
N -0.44 -2.13 -0.51  -0.437
C -0.30 1.18 -0.31  -0.218
C -0.93 -1.45 0.37  0.282
C 1.15 -0.91 -0.72  -0.162
C -1.12 -0.42 1.21  -0.274
C 0.94 0.34 0.03  -0.472
H -1.20 -0.58 2.28  0.216
H 0.94 -0.80 -1.78  0.207
H 2.09 -1.42 -0.48  0.216
H -0.63 0.88 -1.32  0.172
H 1.29 0.40 1.07  0.249
H 1.83 0.61 -0.62  0.268
H -0.06 2.26 -0.35  0.199
H -2.25 1.12 0.42  0.368